{"formula": "C41H72AlF6NO19P", "method": "wB97M-V/def2-TZVPD", "elements": ["Al", "C", "C", "C", "C", "C", "C", "N", "O", "C", "C", "C", "H", "H", "H", "H", "H", "H", "H", "H", "H", "H", "H", "H", "H", "H", "H", "H", "H", "H", "P", "F", "F", "F", "F", "F", "F", "C", "C", "C", "O", "C", "H", "H", "H", "H", "H", "H", "H", "H", "C", "C", "C", "O", "C", "H", "H", "H", "H", "H", "H", "H", "H", "C", "C", "C", "O", "C", "H", "H", "H", "H", "H", "H", "H", "H", "C", "C", "C", "O", "C", "O", "O", "H", "H", "H", "H", "H", "H", "C", "C", "C", "O", "C", "O", "O", "H", "H", "H", "H", "H", "H", "C", "C", "C", "O", "C", "O", "O", "H", "H", "H", "H", "H", "H", "C", "C", "C", "O", "C", "O", "O", "H", "H", "H", "H", "H", "H", "C", "C", "C", "O", "C", "O", "O", "H", "H", "H", "H", "H", "H"], "coordinates": [[-1.88, 3.59, 0.32], [-5.49, 0.90, -2.52], [-4.09, 0.40, -3.07], [-4.51, -0.36, -4.35], [-3.32, -0.70, -5.28], [-2.38, 0.50, -5.51], [-1.92, 1.30, -4.27], [-3.15, 1.51, -3.46], [-2.94, 2.40, -2.39], [-1.39, 2.63, -4.89], [-0.69, 0.57, -3.63], [-3.50, -0.58, -2.12], [-5.80, 1.77, -3.09], [-5.35, 1.21, -1.48], [-6.30, 0.16, -2.58], [-5.15, 0.33, -4.91], [-5.09, -1.27, -4.18], [-3.62, -1.11, -6.24], [-2.79, -1.48, -4.72], [-2.72, 1.11, -6.34], [-1.54, -0.06, -5.92], [-0.91, 3.28, -4.15], [-2.19, 3.16, -5.42], [-0.59, 2.36, -5.58], [-0.77, -0.51, -3.52], [-0.43, 1.05, -2.69], [0.22, 0.72, -4.20], [-4.25, -1.34, -1.90], [-3.13, -0.12, -1.19], [-2.61, -1.08, -2.50], [-0.37, 0.32, 0.80], [1.24, 0.06, 0.94], [-0.18, 1.58, 1.80], [-0.08, 1.33, -0.46], [-1.99, 0.65, 0.79], [-0.51, -0.99, -0.16], [-0.58, -0.58, 2.10], [3.00, 0.46, -2.32], [4.47, 0.61, -2.72], [5.25, -0.45, -1.91], [4.23, -1.09, -1.14], [2.99, -0.94, -1.78], [2.28, 0.51, -3.14], [2.74, 1.19, -1.56], [4.83, 1.61, -2.49], [4.48, 0.33, -3.77], [5.99, -0.09, -1.20], [5.76, -1.19, -2.53], [2.13, -0.94, -1.11], [2.82, -1.74, -2.50], [3.07, -3.94, 2.68], [1.92, -3.25, 2.00], [2.20, -3.51, 0.60], [2.82, -4.74, 0.47], [3.41, -5.06, 1.71], [2.76, -4.25, 3.68], [3.93, -3.27, 2.77], [1.80, -2.20, 2.26], [0.96, -3.67, 2.31], [2.88, -2.73, 0.26], [1.31, -3.61, -0.02], [4.50, -5.07, 1.62], [3.05, -6.04, 2.03], [-1.70, -4.22, -2.54], [-1.10, -5.36, -1.67], [0.09, -5.86, -2.47], [0.36, -4.78, -3.33], [-0.37, -3.61, -2.89], [-2.47, -3.62, -2.05], [-2.13, -4.62, -3.45], [-1.88, -6.12, -1.60], [-0.76, -5.00, -0.70], [-0.19, -6.77, -2.99], [0.92, -6.02, -1.77], [-0.50, -2.93, -3.74], [0.08, -3.02, -2.09], [5.72, 3.63, 0.73], [4.42, 2.81, 0.70], [4.14, 2.13, 2.08], [2.81, 2.46, 2.22], [2.36, 3.35, 1.28], [1.25, 3.85, 1.16], [3.39, 3.70, 0.49], [5.76, 4.29, -0.14], [6.61, 3.00, 0.68], [5.80, 4.16, 1.68], [4.43, 2.03, -0.05], [4.59, 2.65, 2.92], [4.36, 1.07, 2.21], [-4.98, 2.29, 6.71], [-3.52, 1.90, 6.19], [-3.43, 0.55, 5.70], [-3.11, 0.73, 4.32], [-2.94, 2.03, 4.04], [-2.60, 2.53, 2.97], [-3.24, 2.76, 5.10], [-5.76, 1.96, 6.02], [-5.04, 3.31, 7.08], [-5.09, 1.77, 7.66], [-2.75, 2.08, 6.94], [-4.41, 0.07, 5.73], [-2.73, 0.02, 6.34], [-4.09, -1.97, 1.45], [-3.42, -3.06, 0.74], [-1.95, -3.32, 0.99], [-1.93, -4.62, 1.43], [-3.14, -5.16, 1.59], [-3.38, -6.30, 2.10], [-4.02, -4.24, 1.29], [-3.77, -0.99, 1.09], [-3.83, -1.92, 2.51], [-5.18, -1.98, 1.34], [-3.56, -3.16, -0.34], [-1.60, -2.62, 1.75], [-1.44, -3.20, 0.03], [0.52, 0.72, 4.66], [0.85, 0.81, 6.16], [1.85, 1.86, 6.48], [1.28, 2.52, 7.54], [0.02, 2.21, 7.72], [-0.77, 2.69, 8.53], [-0.29, 1.21, 6.89], [1.30, 0.19, 4.13], [0.42, 1.69, 4.18], [-0.33, 0.05, 4.52], [1.14, -0.18, 6.50], [2.04, 2.49, 5.61], [2.76, 1.34, 6.78], [4.49, 5.08, -3.21], [3.06, 4.76, -3.50], [2.71, 3.49, -4.19], [1.53, 3.12, -3.54], [1.39, 3.82, -2.40], [0.44, 3.70, -1.61], [2.38, 4.68, -2.29], [4.86, 4.54, -2.34], [4.72, 6.13, -3.06], [5.12, 4.75, -4.05], [2.56, 5.64, -3.90], [3.49, 2.75, -4.01], [2.59, 3.71, -5.25]], "energy_ha": -4272.5265, "homo_energy_ev": -10.56, "spin_multiplicity": 1, "molar_mass_g_mol": 1054.96, "total_charge": 1, "homo_lumo_gap_ev": 2.837}